This record from the Open Molecules 2025 dataset describes C4H4N2O2 in the gas phase at a distorted geometry. The level of theory is ωB97M-V with the def2-TZVPD basis set.

XYZ file:
```
12
Properties=species:S:1:pos:R:3
C -0.4832 0.8014 0.0773
C -1.4496 -1.2270 -0.0936
C -0.0524 -1.3700 -0.0666
C 1.7559 0.2775 0.1736
H -1.0827 2.5882 -0.4656
H -2.3248 -1.9035 -0.1166
H 0.6228 -2.1521 -0.0014
H 1.8123 1.3436 0.5333
N -0.2726 1.9848 -0.1485
N 0.4793 -0.1511 0.1363
O -1.7135 0.1616 0.1212
O 2.7085 -0.3534 -0.1494
```

Computed properties:
SMILES: [H]/N=c1\occn1C=O
E_LUMO (eV): 0.795
Calculated total energy (eV): -11286.4645
Energy relative to the best compared isomer or geometry (same formula, charge and spin) (kcal per mole): 47.9
Highest occupied orbital energy (eV): -8.7


This record from the Open Molecules 2025 dataset describes C9H17N3O4 in the gas phase at a distorted geometry. The level of theory is ωB97M-V with the def2-TZVPD basis set.

XYZ file:
```
33
Properties=species:S:1:pos:R:3
C 1.1677 -1.0299 -0.6523
C 1.4860 0.2819 0.0942
C 0.1634 -1.8642 0.1397
C 0.7098 -2.3686 1.4736
C -0.3322 -3.0272 -0.7195
C -0.8379 1.2883 0.5760
C -1.3821 0.7171 1.9199
C -1.5824 0.8439 -0.6738
C -0.9250 1.6253 -1.9248
H 2.9788 -1.5943 -0.0354
H 2.7920 -1.0926 -1.5936
H 0.7836 -0.7662 -1.6840
H -0.6354 -1.2274 0.3450
H 1.3155 -1.5336 1.9509
H 1.3826 -3.2937 1.3973
H -0.1311 -2.5345 2.1914
H -1.0276 -3.6287 -0.0988
H 0.4448 -3.6958 -1.1078
H -0.8071 -2.6189 -1.6231
H 1.1266 2.0199 0.9837
H -1.1485 2.3364 0.6402
H -2.6728 1.0234 -0.6591
H -1.4349 -0.2224 -0.9148
H -0.8734 1.5300 -3.9372
H -1.6177 0.1899 -3.1279
H -0.8108 0.1430 3.6340
N 2.4179 -1.7343 -0.9148
N 0.5822 1.2550 0.5173
N -0.9558 0.9859 -3.0997
O 2.6831 0.5350 0.2583
O -2.5522 0.4546 2.0721
O -0.2926 2.6636 -1.7756
O -0.4356 0.4243 2.7854
```

Computed properties:
SMILES: CC(C)[C@H](N)C(=O)N[C@@H](CC(N)=O)C(=O)O
E_LUMO (eV): 0.459
Calculated total energy (eV): -22269.6936
Energy relative to the best compared isomer or geometry (same formula, charge and spin) (kcal per mole): 18.4
Highest occupied orbital energy (eV): -9.5


This record from the Open Molecules 2025 dataset describes 2 unconnected molecules or ions with the total composition C4H14N2O at a distorted geometry. The level of theory is ωB97M-V with the def2-TZVPD basis set.

XYZ file:
```
21
Properties=species:S:1:pos:R:3
C 0.2933 0.3497 -2.6501
C -1.0956 -0.1095 -2.2905
N -1.8312 0.9272 -1.5397
H 0.8728 -0.3454 -3.2583
H 0.2698 1.3172 -3.1677
H 0.8840 0.5050 -1.7446
H -1.5880 -0.3584 -3.2436
H -1.1018 -1.0220 -1.6903
H -1.0040 1.0163 0.2273
H -2.8268 0.7338 -1.5923
H -1.7231 1.7751 -2.0931
C 0.4138 -0.1552 0.9966
O -0.7865 0.5615 1.0788
C 0.8997 -0.4775 2.3905
N 2.1248 -1.2788 2.3454
H 0.3154 -1.1072 0.4566
H 1.2177 0.4174 0.5025
H 1.0862 0.4811 2.8974
H 0.1274 -1.0093 2.9484
H 2.9037 -0.7828 1.9378
H 2.3608 -1.5784 3.2791
```

Computed properties:
SMILES: NCCO.CCN
E_LUMO (eV): 1.016
Calculated total energy (eV): -9402.3489
Energy relative to the best compared isomer or geometry (same formula, charge and spin) (kcal per mole): 29.0
Highest occupied orbital energy (eV): -9.0